[1]
Below is C56H46IrNO4S3 as an isolated structure, with properties calculated with wB97M-V/def2-TZVPD.

The geometry in XYZ format:
```
111
Properties=species:S:1:pos:R:3:forces:R:3:mulliken_charge:R:1
Ir -0.52987 0.67469 -0.59818 0.2 0.1 0.3 1.869
C -3.90672 2.19244 6.28904 0.0 0.0 0.0 -1.700
C -2.93617 1.83066 5.20090 0.0 0.0 0.0 0.803
C -3.35863 1.63053 3.89142 0.0 0.0 0.0 -0.940
C -2.45855 1.29935 2.88745 0.0 0.0 0.0 0.251
C -1.11554 1.16315 3.19098 0.0 0.0 0.0 1.005
C -0.66767 1.37072 4.49378 0.0 0.0 0.0 -0.798
C -1.57551 1.69682 5.48394 0.0 0.0 0.0 -0.971
S 0.12387 0.71936 1.99462 0.0 -0.1 0.0 0.534
O 0.80284 3.53558 0.62562 0.0 0.0 0.0 -0.698
C 0.18584 -1.06521 2.17010 0.0 -0.1 0.1 0.922
C -0.98390 -1.81501 2.43148 0.0 0.0 0.0 -0.723
C -0.93015 -3.17652 2.42026 0.0 0.0 0.0 -1.379
C 0.27639 -3.86454 2.13417 0.0 0.0 0.0 0.815
C 0.33074 -5.27809 2.07378 0.0 0.0 0.0 -1.089
C 1.50488 -5.91495 1.79340 0.0 0.0 0.0 -0.806
C 2.68110 -5.16810 1.56218 0.0 0.0 0.0 -0.850
C 2.66165 -3.80392 1.61966 0.0 0.0 0.0 -0.794
C 1.45583 -3.11793 1.90981 0.0 0.0 0.0 1.057
C 1.39014 -1.69334 1.95556 0.0 0.0 0.1 -0.222
C 2.61252 -0.86754 1.77143 0.0 0.0 -0.1 -0.107
C 3.58125 -0.72160 2.80200 0.0 0.0 0.0 1.021
C 3.46947 -1.40675 4.03806 0.0 0.0 0.0 -0.885
C 4.42115 -1.24363 5.00236 0.0 0.0 0.0 -0.981
C 5.52292 -0.38621 4.78587 0.0 0.0 0.0 -0.691
C 5.64647 0.29757 3.61176 0.0 0.0 0.0 -1.148
C 4.67732 0.15245 2.59088 0.0 0.0 0.0 0.791
C 4.77466 0.88313 1.37885 0.0 0.0 0.0 -1.264
C 3.83656 0.75744 0.40010 0.0 0.0 0.0 -1.387
C 2.77397 -0.14670 0.62115 0.0 0.0 0.0 0.770
S 1.58510 -0.34406 -0.67129 -0.2 0.4 -0.1 0.550
O 1.55293 1.03676 -1.34103 0.2 -0.2 0.0 -0.875
C 2.16566 -1.70256 -1.58850 0.0 0.0 -0.1 1.159
C 1.31405 -2.79661 -1.64862 0.0 0.0 0.0 -0.294
C 1.77437 -3.96060 -2.24070 0.0 0.0 0.0 -1.046
C 3.05661 -4.03003 -2.77514 0.0 0.0 0.0 0.964
C 3.55910 -5.29118 -3.41362 0.0 0.0 0.0 -1.728
C 3.88913 -2.90528 -2.69934 0.0 0.0 0.0 -1.049
C 3.46485 -1.74340 -2.09296 0.0 0.0 0.0 -0.971
H -4.93401 2.17772 5.92949 0.0 0.0 0.0 0.381
H -3.69615 3.19051 6.67640 0.0 0.0 0.0 0.341
H -3.82756 1.49776 7.12559 0.0 0.0 0.0 0.390
H -4.41116 1.73042 3.65326 0.0 0.0 0.0 0.376
H -2.80482 1.15171 1.87470 0.0 0.0 0.0 -0.201
H 0.38643 1.27707 4.72478 0.0 0.0 0.0 0.603
H -1.22360 1.85449 6.49631 0.0 0.0 0.0 0.443
H -1.90921 -1.30344 2.65983 0.0 0.0 0.0 0.763
H -1.82304 -3.75461 2.62698 0.0 0.0 0.0 0.478
H -0.57377 -5.84474 2.25764 0.0 0.0 0.0 0.507
H 1.54055 -6.99535 1.75193 0.0 0.0 0.0 0.447
H 3.60660 -5.68505 1.34467 0.0 0.0 0.0 0.504
H 3.56875 -3.23922 1.44356 0.0 0.0 0.0 0.528
H 2.62826 -2.06607 4.20673 0.0 0.0 0.0 0.601
H 4.33577 -1.77405 5.94133 0.0 0.0 0.0 0.465
H 6.26857 -0.27088 5.56098 0.0 0.0 0.0 0.432
H 6.48486 0.96233 3.44622 0.0 0.0 0.0 0.476
H 5.60737 1.56210 1.24442 0.0 0.0 0.0 0.463
H 3.88787 1.33374 -0.51270 0.0 0.0 0.0 0.716
H 0.31337 -2.73710 -1.23782 0.0 0.0 0.0 0.531
H 1.12272 -4.82327 -2.29560 0.0 0.0 0.0 0.425
H 2.76236 -6.02185 -3.53703 0.0 0.0 0.0 0.418
H 4.34083 -5.74148 -2.79891 0.0 0.0 0.0 0.337
H 3.99676 -5.08503 -4.39073 0.0 0.0 0.0 0.403
H 4.88767 -2.95465 -3.11584 0.0 0.0 0.0 0.495
H 4.12006 -0.88489 -2.01753 0.0 0.0 0.0 0.603
S -3.35426 -1.00575 -0.06612 -0.1 0.0 0.0 -0.213
C -2.06236 -0.20480 -0.22945 -0.1 -0.2 -0.1 0.499
C -4.67380 1.03061 -4.95769 0.0 0.0 0.0 -0.931
O -4.31247 1.72136 -3.75532 -0.1 0.0 0.0 -0.519
C -3.39691 2.71696 -3.85634 0.1 0.0 0.0 0.735
C -2.63412 2.99717 -4.98098 0.0 0.0 0.0 -0.446
C -1.72964 4.04868 -4.94228 0.0 0.0 0.0 -0.792
C -1.58072 4.82854 -3.80226 0.0 0.0 0.0 -0.965
C -2.33121 4.54755 -2.67538 0.0 0.0 0.0 -0.170
C -3.21979 3.48601 -2.70366 0.0 0.0 0.0 -0.071
N -4.09095 3.16443 -1.62417 0.0 0.0 -0.1 0.241
C -3.98757 3.31976 -0.34243 0.1 0.0 0.1 -1.072
C -2.84929 3.69671 0.45352 -0.1 0.0 0.0 1.440
C -3.11312 4.46467 1.59982 0.0 0.0 0.0 -0.967
C -2.07043 4.91631 2.38055 0.0 0.0 0.0 -0.965
C -0.75899 4.60347 2.03944 0.0 0.0 0.0 -0.616
C -0.48705 3.81464 0.93272 0.0 0.1 0.1 -0.246
C -1.53374 3.30337 0.15384 0.1 0.0 -0.2 1.102
O -1.26769 2.51809 -0.89965 -0.1 0.1 0.1 -0.995
H -4.96577 1.73806 -5.73357 0.0 0.0 0.0 0.408
H -5.51795 0.40068 -4.69769 0.0 0.0 0.0 0.286
H -3.84556 0.41117 -5.30394 0.0 0.0 0.0 0.328
H -2.74129 2.40625 -5.87855 0.0 0.0 0.0 0.507
H -1.14064 4.26736 -5.82288 0.0 0.0 0.0 0.447
H -0.88996 5.65960 -3.79535 0.0 0.0 0.0 0.474
H -2.23835 5.15915 -1.78815 0.0 0.0 0.0 0.626
H -4.97302 2.78387 -1.95783 0.0 0.0 0.0 0.334
H -4.91982 3.16030 0.19213 0.0 0.0 0.0 0.544
H -4.13463 4.72816 1.84480 0.0 0.0 0.0 0.521
H -2.26883 5.52703 3.25000 0.0 0.0 0.0 0.502
H 0.07336 4.97005 2.62656 0.0 0.0 0.0 0.528
H 0.85060 3.16652 -0.26852 0.0 0.0 0.0 0.327
C -1.00281 0.64066 -2.63397 0.0 -0.2 -0.1 -1.487
C -0.57002 -0.53859 -3.43102 0.0 0.1 0.0 0.225
C 0.61872 -0.49813 -4.15926 0.0 0.0 0.0 0.142
C 0.99327 -1.56316 -4.96515 0.0 0.0 0.0 -0.895
C 0.18306 -2.68645 -5.05429 0.0 0.0 0.0 -0.556
C -1.00346 -2.74099 -4.33309 0.0 0.0 0.0 -1.078
C -1.37484 -1.67480 -3.52865 0.0 0.0 0.0 -0.117
H -2.08529 0.76038 -2.67379 0.0 0.0 0.0 0.823
H -0.53670 1.55707 -2.99560 0.0 0.0 0.0 0.649
H 1.24391 0.38593 -4.10403 0.0 0.0 0.0 0.457
H 1.91106 -1.50972 -5.53690 0.0 0.0 0.0 0.488
H 0.46729 -3.51187 -5.69417 0.0 0.0 0.0 0.517
H -1.64676 -3.60821 -4.41219 0.0 0.0 0.0 0.456
H -2.31565 -1.71116 -2.98892 0.0 0.0 0.0 0.454
```
Positions in Å, forces in eV/Å.

The charge is +2. Its frontier orbital gap is 0.244 hartree. The spin multiplicity is 1.

[2]
Below is C4H9N2 as an isolated structure, with properties calculated with wB97M-V/def2-TZVPD.

The geometry in XYZ format:
```
15
Properties=species:S:1:pos:R:3:forces:R:3:mulliken_charge:R:1
C 1.55302 -0.96804 -0.01233 0.6 -0.9 0.4 -0.270
C 2.49184 0.20047 0.02471 -0.6 0.1 0.0 -0.308
C 1.44195 1.08774 0.07152 -0.4 -0.5 0.7 -0.044
C -2.26335 0.55699 0.07588 -0.6 0.4 0.1 -0.788
N 0.60783 0.09236 -0.35061 -0.2 0.3 -1.8 -0.055
N -1.36197 -0.56427 -0.00944 1.2 0.2 0.9 -0.351
H 1.69717 -1.73634 -0.77187 0.0 0.1 0.0 0.294
H 1.36366 -1.41272 0.96174 0.0 0.1 0.0 0.268
H 3.46110 0.29261 -0.43455 0.2 0.1 0.0 0.284
H 1.26504 2.14188 0.13042 -0.1 0.3 -0.1 0.396
H -1.91715 1.25427 0.83958 0.0 0.0 -0.1 0.302
H -2.30933 1.06382 -0.88411 0.0 0.0 0.0 0.318
H -3.27372 0.23696 0.35384 0.1 0.0 -0.1 0.337
H -1.45700 -1.13547 -0.84000 0.0 0.0 0.1 0.294
H -1.29910 -1.11027 0.84521 -0.2 -0.1 -0.2 0.321
```
Positions in Å, forces in eV/Å.

The charge is +1. Its frontier orbital gap (spin up / spin down) is 0.290 / 0.303 hartree. The spin multiplicity is 1.

[3]
Below is one molecule with the formula C3H8N4O, with properties calculated with wB97M-V/def2-TZVPD.

The geometry in XYZ format:
```
16
Properties=species:S:1:pos:R:3:forces:R:3:mulliken_charge:R:1
N 1.54663 -1.78902 0.21538 0.2 -0.7 -0.2 -0.630
C 0.85835 -0.60673 0.40381 -0.1 0.6 0.0 0.127
C -0.44914 -0.39241 0.12289 2.0 1.4 0.2 0.320
N -1.34779 -1.44313 -0.15773 -0.4 -0.8 -0.1 -0.803
C -0.95557 1.02150 0.06380 0.5 -0.1 0.8 0.011
O -2.31652 1.02273 0.04130 -0.4 0.4 0.3 -0.543
N -0.35786 2.16714 0.15120 -3.2 -1.3 -0.6 -0.399
N 0.94467 2.28068 -0.22015 2.4 0.3 -0.2 -0.501
H 1.26480 -2.28753 -0.62499 0.2 0.0 0.3 0.210
H 2.55757 -1.66632 0.24300 -0.5 -0.2 0.0 0.271
H 1.48908 0.15439 0.85446 -0.4 0.3 -0.5 0.482
H -2.03516 -1.49420 0.59803 0.1 0.0 -0.1 0.273
H -0.84584 -2.32929 -0.08579 -0.3 0.2 -0.2 0.276
H -2.62823 0.13161 -0.19250 0.2 0.4 0.0 0.459
H 1.08222 1.95794 -1.18126 0.0 -0.1 0.3 0.198
H 1.19278 3.27264 -0.23145 -0.3 -0.4 0.1 0.249
```
Positions in Å, forces in eV/Å.

The charge is 0. Its frontier orbital gap is 0.288 hartree. The spin multiplicity is 1.

[4]
Below is a 2-piece molecular cluster, CH3N3S2 overall, with properties calculated with wB97M-V/def2-TZVPD.

The geometry in XYZ format:
```
9
Properties=species:S:1:pos:R:3:forces:R:3:mulliken_charge:R:1
C -1.77630 1.35433 0.36869 -3.4 1.8 -0.9 0.089
N -0.88696 0.65352 0.85646 2.5 1.0 1.8 -0.130
N -0.83419 -0.61428 0.83194 0.2 -2.3 -0.2 -0.213
N 0.70312 -0.89869 -0.53963 0.2 1.3 -0.1 -0.438
S -3.05170 0.46451 -0.57711 0.4 0.0 0.5 -0.096
S -2.34306 -1.30959 0.18513 0.3 0.5 -0.3 0.003
H -2.00295 2.41689 0.65677 0.7 -1.1 -0.7 0.347
H 0.13700 -1.63296 -0.87592 -0.9 -1.2 -0.8 0.225
H 1.51562 -1.38283 -0.16648 0.1 0.0 0.7 0.213
```
Positions in Å, forces in eV/Å.

The charge is 0. Its frontier orbital gap (spin up / spin down) is 0.287 / 0.285 hartree. The spin multiplicity is 1.

[5]
Below is C35H31Cl5IrN11O3S3 as an isolated structure, with properties calculated with wB97M-V/def2-TZVPD.

The geometry in XYZ format:
```
89
Properties=species:S:1:pos:R:3:forces:R:3:mulliken_charge:R:1
Ir 0.21553 -0.36162 0.02942 -0.7 -0.2 0.1 2.186
N -4.82825 -3.20312 -4.73546 -0.1 0.0 0.1 -0.397
C -3.59271 -2.88184 -4.23711 0.1 0.0 0.0 0.590
C -2.87290 -3.81051 -3.46870 0.0 0.0 0.0 -0.706
C -1.65808 -3.46706 -2.91543 0.0 0.0 0.0 -0.663
C -1.13767 -2.19147 -3.11868 0.0 0.1 0.0 0.116
C -1.83343 -1.26300 -3.88020 0.0 0.0 0.0 -0.488
C -3.05374 -1.60499 -4.43163 0.0 0.0 0.0 -0.703
S 0.43796 -1.83190 -2.45259 0.1 0.4 0.2 0.913
O 0.31267 -2.17323 -0.96819 0.2 0.0 -0.3 -0.832
O 1.46407 -2.58870 -3.09654 0.0 -0.2 0.0 -0.668
N 0.52368 -0.27035 -2.44045 -0.1 -0.3 -0.8 -0.003
C 1.73362 0.36701 -2.37984 0.2 0.1 0.2 -0.341
N 2.62320 0.30292 -3.36509 -0.1 0.0 -0.1 -0.600
C 3.77849 0.92143 -3.17304 0.0 0.0 -0.1 -0.377
C 4.07782 1.62376 -2.01446 0.0 0.0 0.0 -0.754
C 3.08968 1.65127 -1.05660 -0.1 0.2 0.1 -0.148
N 1.91298 1.04766 -1.22308 0.1 -0.5 0.0 0.182
H -5.09026 -4.17072 -4.79664 0.0 0.0 0.0 0.211
H -5.24687 -2.59532 -5.41721 0.0 0.0 0.0 0.226
H -3.27491 -4.80543 -3.31757 0.0 0.0 0.0 0.365
H -1.10426 -4.19540 -2.33486 0.0 0.0 0.0 0.568
H -1.41914 -0.27581 -4.03224 0.0 0.0 0.0 0.470
H -3.60202 -0.87507 -5.01504 0.0 0.0 0.0 0.411
H 4.49708 0.84964 -3.98211 0.0 0.0 0.0 0.436
H 5.02728 2.11599 -1.87063 0.0 0.0 0.0 0.430
H 3.24282 2.17667 -0.11855 0.0 0.0 0.0 0.273
C 1.31622 4.17275 1.75107 0.0 0.0 0.0 -1.297
C 0.38587 3.82047 0.65244 0.0 0.0 0.0 1.038
N -0.06050 4.61900 -0.25731 0.0 0.0 -0.1 -0.923
N -0.89105 3.84971 -1.02938 0.0 0.0 0.0 0.384
C -0.98063 2.57347 -0.63393 0.1 0.0 0.2 -0.518
S -1.85119 1.27082 -1.20618 0.4 0.1 0.0 0.084
N -0.15443 2.56527 0.45994 -0.1 -0.1 -0.2 0.365
N 0.09709 1.37701 1.16069 0.0 0.3 0.3 -0.959
H 1.59611 5.21720 1.64420 0.0 0.0 0.0 0.370
H 2.22546 3.56901 1.71729 0.0 0.0 0.0 0.292
H 0.84480 4.03554 2.72551 0.0 0.0 0.0 0.321
H -1.37322 4.25796 -1.81254 0.0 0.0 0.0 0.149
H -0.62127 1.28222 1.88306 0.1 0.0 0.1 0.402
H 0.99847 1.47189 1.62986 0.0 0.0 0.0 0.392
Cl -4.50216 3.07991 4.66235 0.0 0.0 0.0 -0.200
C -4.33825 1.82016 3.48721 0.0 0.0 0.0 0.258
C -4.54247 2.09734 2.14278 0.0 0.0 0.0 -1.052
C -4.39065 1.07717 1.22819 0.0 0.0 0.0 -0.881
C -4.03875 -0.22873 1.59378 0.0 0.0 0.0 -0.660
C -3.87627 -1.15898 0.39902 0.0 0.1 0.0 3.134
C -3.33431 -2.56870 0.58142 0.0 0.0 0.1 -2.169
N -1.92121 -2.57351 0.94286 -0.1 -0.3 -0.1 1.651
C -1.26792 -3.72187 1.28619 -0.1 0.1 0.0 -0.868
C -0.05300 -3.43030 1.82466 0.1 -0.1 0.0 -0.924
N 0.02127 -2.06969 1.87524 -0.1 -0.1 0.3 1.021
C -1.10551 -1.46532 1.24362 0.2 0.5 -0.1 -1.271
O -5.13679 -1.20231 -0.24188 0.0 -0.1 0.1 -0.518
C -5.05219 -1.47894 -1.64043 0.0 0.0 0.0 0.791
C -6.25216 -0.92510 -2.32753 0.0 0.0 0.0 -0.436
C -6.26355 0.25622 -3.00484 0.0 0.0 0.0 0.685
Cl -4.94032 1.34144 -3.18346 0.0 0.0 0.0 -0.171
S -7.78697 0.62050 -3.69692 0.0 0.0 0.0 -0.196
C -8.45099 -0.82953 -3.06908 0.0 0.0 0.0 -0.313
C -7.53526 -1.54638 -2.36965 0.0 0.0 0.0 -1.130
C -3.86701 -0.46703 2.95416 0.0 0.0 0.0 1.324
Cl -3.45612 -2.02564 3.62478 0.0 0.0 0.0 -0.202
C -4.00882 0.54647 3.89944 0.0 0.0 0.0 -0.862
H -4.81781 3.09397 1.82766 0.0 0.0 0.0 0.479
H -4.54830 1.28263 0.17664 0.0 0.0 0.0 0.461
H -3.16683 -0.65044 -0.26703 0.0 0.0 0.0 -1.110
H -3.43506 -3.08007 -0.37824 0.0 0.0 0.0 0.515
H -3.90591 -3.11688 1.32812 0.0 0.0 0.0 0.475
H -1.72255 -4.68609 1.13030 0.0 0.0 0.0 0.659
H 0.75841 -4.06699 2.12958 0.0 0.0 0.0 0.537
H -1.59096 -0.67657 1.82235 -0.2 -0.2 0.2 -0.207
H -4.98500 -2.55560 -1.82095 0.0 0.0 0.0 0.311
H -4.14837 -1.01409 -2.04763 0.0 0.0 0.0 -0.246
H -9.48530 -1.07118 -3.25155 0.0 0.0 0.0 0.458
H -7.75358 -2.49027 -1.89049 0.0 0.0 0.0 0.424
H -3.87130 0.32472 4.94777 0.0 0.0 0.0 0.478
Cl 3.38446 -1.80908 -0.33632 0.0 0.0 0.0 -0.115
C 3.45194 -1.83973 1.39194 0.1 0.0 0.0 1.202
C 4.67126 -2.14704 1.97922 0.0 0.0 0.0 -0.729
C 4.77608 -2.24996 3.35358 0.0 0.0 0.0 -0.525
C 3.66779 -2.01737 4.15171 0.0 0.0 0.0 -0.498
C 2.46761 -1.66991 3.56139 0.0 0.0 0.0 0.820
Cl 1.12075 -1.29190 4.59014 0.0 0.0 0.0 -0.187
C 2.31462 -1.59131 2.16668 0.0 0.0 0.0 -1.909
N 1.06931 -1.22051 1.64329 0.3 0.3 0.0 0.550
H 5.52389 -2.32800 1.33995 0.0 0.0 0.0 0.496
H 5.72362 -2.50835 3.80552 0.0 0.0 0.0 0.392
H 3.72817 -2.07956 5.22899 0.0 0.0 0.0 0.464
```
Positions in Å, forces in eV/Å.

The charge is +1. Its frontier orbital gap (spin up / spin down) is 0.264 / 0.246 hartree. The spin multiplicity is 2.